Formula: C4H6N2
Source: the OMol25 dataset
Level of theory: ωB97M-V/def2-TZVPD

Energy above the lowest of the compared OMol25 structures with the same formula, charge and spin in kcal per mole: 126.8
Gap between HOMO and LUMO (alpha / beta) in Eh: 0.349 / 0.080
LUMO level (alpha / beta) in eV: -5.54 / -12.86
Highest occupied orbital energy (alpha / beta) in eV: -15.0 / -15.0

ORCA input file:
```
! wB97M-V def2-TZVPD RIJCOSX def2/J DEFGRID3
* xyz 1 2
C 1.156 1.053 -1.050
C 1.783 2.393 -0.836
N 2.284 3.339 -0.686
H 1.206 0.526 -0.097
H 1.721 0.489 -1.792
H 0.104 1.232 -1.269
C -1.481 -1.148 1.307
C -1.122 -2.091 0.230
N -0.792 -2.838 -0.563
H -1.454 -0.091 1.040
H -0.899 -1.417 2.188
H -2.506 -1.446 1.527
*
```